1.
This record from OMol25 describes 8 unconnected molecules or ions with the total composition C25H43Cl28N5O3PS. The level of theory is the ωB97M-V functional and the def2-TZVPD basis.

Output
- calculated total energy (hartree) = -15102.03094
- lowest unoccupied orbital energy (eV) = -2.45
- E_HOMO (eV) = -11.55
- frontier orbital gap (eV) = 9.1

The geometry in ORCA input format:
```
! wB97M-V def2-TZVPD RIJCOSX def2/J DEFGRID3
* xyz 1 1
C 2.49 -4.47 1.39
C 1.32 -3.33 1.22
C 0.95 -2.99 -0.37
C 1.49 -1.42 -0.58
N 0.58 -0.42 0.07
N 0.13 0.62 -0.70
C -0.61 0.20 -1.97
N -1.43 -1.05 -1.90
C 1.25 1.50 -1.30
C 1.99 2.50 -0.26
N 3.16 3.15 -1.03
N 1.02 3.48 0.33
C 1.33 4.92 0.03
O 0.41 5.78 0.86
C 1.22 6.64 1.77
C -0.44 3.11 0.11
S -1.28 3.95 -1.32
C -0.72 1.47 0.26
C -2.33 1.33 0.13
C -3.02 -0.04 0.70
C -4.59 -0.10 0.17
C -5.58 0.27 1.45
C -7.03 0.89 1.01
O -7.46 0.56 -0.36
C -8.85 1.11 -0.49
C -8.95 1.67 -2.07
P -0.18 1.25 2.13
O -0.67 -0.06 2.82
H 3.59 -4.02 1.43
H 2.45 -5.33 0.59
H 2.33 -5.00 2.44
H 1.72 -2.36 1.77
H 0.35 -3.76 1.76
H 1.67 -3.65 -1.01
H -0.18 -3.11 -0.62
H 1.74 -1.25 -1.71
H 2.53 -1.38 0.00
H -0.23 -1.02 0.43
H -1.28 1.05 -2.44
H 0.25 0.00 -2.77
H -2.46 -0.84 -2.01
H -1.16 -1.62 -2.75
H 2.09 0.90 -1.85
H 0.72 2.10 -2.19
H 2.53 1.81 0.56
H 3.77 3.59 -0.28
H 3.73 2.35 -1.40
H 2.42 5.23 0.40
H 1.30 5.22 -1.11
H 1.88 7.32 1.07
H 0.52 7.34 2.39
H 1.88 5.94 2.45
H -0.98 3.55 1.08
H -1.96 3.09 -2.18
H -2.78 2.21 0.80
H -2.80 1.52 -0.93
H -3.11 0.10 1.89
H -2.42 -1.02 0.55
H -4.81 0.74 -0.64
H -4.87 -1.12 -0.35
H -5.01 1.14 2.04
H -5.63 -0.69 2.13
H -7.03 2.06 1.22
H -7.84 0.44 1.76
H -9.66 0.25 -0.38
H -9.06 2.01 0.22
H -8.12 2.49 -2.22
H -8.65 0.74 -2.74
H -10.03 2.02 -2.35
H 1.28 1.28 2.26
H -0.65 2.38 2.92
C 1.47 -8.87 0.48
Cl -0.06 -9.74 0.75
Cl 1.17 -7.46 -0.58
Cl 2.12 -8.31 2.03
Cl 2.64 -9.96 -0.31
C -0.33 4.70 -5.38
Cl -1.68 5.45 -4.48
Cl -0.16 5.51 -6.96
Cl 1.17 4.89 -4.45
Cl -0.67 2.97 -5.63
C 4.77 5.83 4.73
Cl 6.39 6.31 5.26
Cl 4.77 5.57 2.97
Cl 4.30 4.31 5.55
Cl 3.60 7.11 5.14
C 6.27 2.19 8.28
Cl 6.92 3.64 7.47
Cl 7.54 0.96 8.41
Cl 5.68 2.63 9.90
Cl 4.91 1.54 7.32
C 2.37 -13.12 2.04
Cl 3.22 -14.14 3.23
Cl 2.93 -13.53 0.40
Cl 0.61 -13.42 2.16
Cl 2.70 -11.41 2.38
C -0.33 0.70 -9.12
Cl 0.52 -0.31 -7.93
Cl 0.23 0.30 -10.76
Cl -2.09 0.41 -9.00
Cl 0.00 2.42 -8.78
C 5.37 -4.07 -1.50
Cl 4.15 -5.31 -1.09
Cl 5.70 -4.11 -3.24
Cl 4.74 -2.46 -1.05
Cl 6.87 -4.39 -0.59
*
```

Löwdin atomic charge list, values in e, 6 entries: C -0.199; C -0.230; C -0.149; C -0.215; N -0.040; N -0.234

---

2.
This record from OMol25 describes 2 unconnected molecules or ions with the total composition C25H43Cl2NO6S. The level of theory is the ωB97M-V functional and the def2-TZVPD basis.

Output
- calculated total energy (hartree) = -2803.11312
- structure (SMILES) = CCCCCCCCCCCC1=C(CCCS(=O)(=O)O)C(=O)C(O)=C(CCCN)C1=O.ClCCCl
- lowest unoccupied orbital energy (eV) = -0.72
- E_HOMO (eV) = -9.05
- frontier orbital gap (eV) = 8.3

The geometry in ORCA input format:
```
! wB97M-V def2-TZVPD RIJCOSX def2/J DEFGRID3
* xyz 0 1
C -1.21 -3.29 0.72
C 0.21 -2.71 0.58
C 1.26 -3.73 0.07
C 1.93 -3.38 -1.28
C 3.35 -2.79 -1.15
C 3.37 -1.25 -1.15
C 4.07 -0.60 0.05
C 3.26 -0.86 1.32
C 3.49 0.14 2.48
C 2.11 0.54 3.03
C 1.48 1.49 2.02
C 0.05 1.91 2.17
C -0.43 3.07 1.73
C 0.36 4.15 1.03
C 1.09 3.62 -0.24
C 0.58 4.23 -1.56
S 0.48 3.01 -2.82
O -0.04 3.59 -4.02
O 1.73 2.30 -2.86
O -0.60 1.99 -2.22
C -1.89 3.32 1.89
O -2.37 4.40 2.11
C -2.76 2.12 1.72
O -3.98 2.31 1.16
C -2.31 0.94 2.14
C -3.05 -0.36 2.00
C -3.30 -0.75 0.52
C -4.75 -0.60 -0.01
N -5.85 -0.74 0.93
C -0.96 0.96 2.77
O -0.73 0.28 3.73
H -1.71 -2.87 1.60
H -1.82 -3.02 -0.14
H -1.19 -4.37 0.79
H 0.53 -2.37 1.57
H 0.21 -1.82 -0.06
H 0.75 -4.69 -0.06
H 2.04 -3.86 0.83
H 2.00 -4.29 -1.87
H 1.30 -2.68 -1.85
H 3.80 -3.18 -0.24
H 3.97 -3.14 -1.97
H 3.80 -0.88 -2.08
H 2.33 -0.91 -1.12
H 4.11 0.48 -0.14
H 5.08 -1.00 0.15
H 3.42 -1.88 1.68
H 2.21 -0.80 1.04
H 3.95 1.04 2.06
H 4.15 -0.24 3.25
H 1.50 -0.36 3.12
H 2.19 1.03 4.00
H 1.55 1.02 1.03
H 2.11 2.39 1.96
H -0.34 4.93 0.75
H 1.07 4.64 1.71
H 2.17 3.72 -0.16
H 0.89 2.55 -0.29
H -0.38 4.74 -1.45
H 1.33 4.92 -1.97
H -0.16 1.13 -2.15
H -4.37 3.11 1.53
H -2.41 -1.13 2.44
H -3.97 -0.36 2.59
H -2.68 -0.10 -0.10
H -2.95 -1.76 0.33
H -4.89 -1.38 -0.77
H -4.87 0.35 -0.54
H -5.82 -1.63 1.42
H -5.86 0.01 1.60
Cl 1.07 -1.23 -3.86
C -0.37 -1.51 -4.88
C -1.63 -1.06 -4.19
Cl -2.02 -2.08 -2.78
H -0.40 -2.57 -5.12
H -0.24 -0.94 -5.80
H -2.47 -1.14 -4.88
H -1.55 -0.04 -3.85
*
```

Löwdin atomic charge list, values in e, 6 entries: C -0.103; C -0.237; C -0.186; C -0.220; C -0.194; C -0.224

---

3.
This record from OMol25 describes a molecular structure, C25H43Cl3MgN5O4Si. The level of theory is the ωB97M-V functional and the def2-TZVPD basis.

Output
- calculated total energy (hartree) = -3423.58486
- lowest unoccupied orbital energy (eV) = 1.91
- E_HOMO (eV) = -2.21
- frontier orbital gap (eV) = 4.1

The geometry in ORCA input format:
```
! wB97M-V def2-TZVPD RIJCOSX def2/J DEFGRID3
* xyz -1 1
C 1.74 -1.19 -4.83
C 1.01 0.08 -4.65
H 2.15 -1.29 -5.84
H 1.07 -2.02 -4.59
H 2.59 -1.22 -4.13
C 0.65 0.90 -5.67
C 0.66 0.46 -7.11
H 0.39 1.95 -5.48
H 0.25 -0.57 -7.20
H 1.66 0.43 -7.58
H 0.02 1.13 -7.70
Mg 2.57 -0.68 1.10
Cl 4.75 0.04 0.92
Cl -1.23 -2.71 0.07
C 1.87 2.16 1.11
O 1.55 0.94 0.97
N 0.94 3.08 1.21
C -0.49 2.74 0.97
C 1.27 4.48 1.44
H 2.96 2.42 1.14
H -0.63 1.67 1.15
H -0.79 2.98 -0.07
H -1.12 3.32 1.67
H 2.34 4.53 1.68
H 0.70 4.87 2.29
H 1.09 5.08 0.53
H -2.50 -1.94 -3.17
H -2.46 0.62 -4.07
C -3.31 -1.63 -2.50
C -3.41 0.62 -3.50
N -3.25 -0.19 -2.31
H -3.21 -2.15 -1.55
C -2.92 0.36 -1.13
O -2.76 -0.28 -0.08
H -3.68 1.64 -3.22
H -2.82 1.47 -1.15
H -4.26 -1.89 -2.99
H -4.19 0.19 -4.13
O -0.46 -0.43 -2.87
C 0.52 0.34 -3.21
C -0.63 2.65 -2.79
C 0.53 1.88 -2.84
H -1.59 2.19 -3.02
C -0.54 4.03 -2.50
H 1.25 -0.16 -2.51
C 1.78 2.45 -2.59
H -1.42 4.63 -2.43
C 0.73 4.60 -2.29
C 1.87 3.82 -2.35
H 2.67 1.80 -2.61
H 0.82 5.66 -2.08
H 2.86 4.25 -2.20
Si -0.38 -4.51 -0.54
Cl 2.22 -1.12 -1.02
C -1.73 -5.69 -1.00
C 0.55 -5.11 1.01
C 0.88 -4.29 -1.91
H -2.58 -5.17 -1.46
H -2.10 -6.20 -0.09
H -1.36 -6.46 -1.70
H 0.66 -3.44 -2.57
H 0.92 -5.16 -2.59
H 1.89 -4.13 -1.52
H 1.21 -4.33 1.43
H 1.19 -5.98 0.77
H -0.16 -5.42 1.80
C 1.84 -2.70 5.32
N 0.82 -1.85 4.71
C -0.30 -1.59 5.44
C -1.32 -0.90 4.85
C -1.20 -0.61 3.45
N -0.04 -0.73 2.80
C 0.97 -1.37 3.41
O 2.07 -1.58 2.80
N -2.24 -0.13 2.74
H 1.60 -2.88 6.37
H 2.81 -2.20 5.26
H 1.85 -3.69 4.82
H -0.30 -2.00 6.44
H -2.20 -0.59 5.38
H -3.13 -0.14 3.20
H -2.28 -0.22 1.70
*
```

Löwdin atomic charge list, values in e, 6 entries: C -0.061; C -0.236; H 0.060; H 0.079; H 0.077; C -0.133

---

4.
This record from OMol25 describes a molecular structure, C25H43F3P2Pd. The level of theory is the ωB97M-V functional and the def2-TZVPD basis.

Output
- ⟨S²⟩ = 6.0387
- calculated total energy (hartree) = -2087.71351
- lowest unoccupied orbital energy (alpha / beta) (eV) = -5.38 / -8.09
- E_HOMO (alpha / beta) (eV) = -11.33 / -14.15
- frontier orbital gap (alpha / beta) (eV) = 5.9 / 6.1

The geometry in ORCA input format:
```
! wB97M-V def2-TZVPD RIJCOSX def2/J DEFGRID3
* xyz 2 5
Pd -0.28 0.20 0.21
C -2.10 1.76 1.54
C -2.62 1.23 0.27
C -3.73 0.21 2.00
C -2.80 1.12 2.58
C -3.65 0.30 0.61
C -1.38 3.05 1.69
H -0.85 3.35 0.78
H -0.67 3.03 2.52
H -2.14 3.81 1.92
C -2.80 1.47 4.01
H -1.92 2.06 4.29
H -2.83 0.57 4.63
H -3.69 2.06 4.27
C -4.71 -0.57 2.80
H -5.58 0.03 3.11
H -4.25 -0.97 3.71
H -5.10 -1.42 2.22
C -4.63 -0.33 -0.31
H -5.64 0.06 -0.15
H -4.68 -1.42 -0.16
H -4.36 -0.14 -1.36
C -2.63 2.01 -1.01
H -3.54 2.64 -1.05
H -2.66 1.33 -1.88
H -1.76 2.66 -1.10
C 4.05 -0.11 -0.81
C 3.54 1.14 -1.15
C 3.68 1.58 -2.59
C 2.88 0.70 -3.59
C 1.75 -0.12 -2.98
C 1.95 -1.38 -2.58
C 3.32 -1.98 -2.50
C 4.46 -1.12 -1.83
H 4.75 1.57 -2.86
H 3.59 0.03 -4.12
H 3.38 2.62 -2.71
H 5.10 -0.68 -2.63
H 4.35 -0.31 0.22
H 3.56 1.98 -0.44
H 5.16 -1.81 -1.31
H 3.31 -2.94 -1.97
H 1.11 -2.08 -2.55
H 3.67 -2.28 -3.51
H 2.46 1.34 -4.38
H 0.74 0.28 -3.17
P 2.03 0.52 0.27
P -0.72 -2.05 -0.19
C 2.07 -1.46 0.36
C 1.00 -2.58 0.22
H 2.76 -1.68 1.18
H 2.67 -1.61 -0.52
H 1.31 -3.28 -0.58
H 0.98 -3.15 1.16
C -1.86 -3.11 0.68
H -2.84 -2.63 0.71
H -1.52 -3.25 1.70
H -1.95 -4.08 0.19
C -1.22 -1.97 -1.95
H -1.06 -2.91 -2.48
H -0.67 -1.16 -2.46
H -2.29 -1.71 -1.97
C 2.72 1.31 1.73
H 2.14 2.20 1.99
H 3.76 1.63 1.54
H 2.74 0.63 2.59
C 1.17 1.86 -0.82
H 0.08 1.93 -0.85
H 1.46 1.72 -1.87
H 1.58 2.82 -0.47
F 0.09 0.55 3.25
C -0.04 -0.51 2.38
F 0.98 -1.36 2.72
F -1.17 -1.20 2.80
*
```

Löwdin atomic charge list, values in e, 6 entries: Pd 0.502; C -0.181; C -0.205; C -0.159; C -0.171; C -0.164